{"formula": "C27H26BrF6NPPdTe", "method": "ωB97M-V with the def2-TZVPD basis set", "multiplicity": 2, "gap_ev": [5.169, 4.622], "homo_energy_ev": [-7.805, -7.861], "lumo_energy_ev": [-2.636, -3.240], "total_charge": 0, "relative_energy_kcal_mol": 32.92, "total_energy_ev": -136320.846, "species": ["Pd", "Br", "C", "C", "C", "C", "C", "C", "C", "C", "C", "C", "H", "H", "H", "H", "H", "H", "C", "N", "C", "C", "C", "C", "C", "C", "C", "C", "H", "H", "H", "H", "H", "H", "H", "H", "H", "H", "H", "H", "C", "Te", "C", "C", "C", "C", "C", "C", "C", "H", "H", "H", "H", "H", "H", "H", "H", "F", "P", "F", "F", "F", "F", "F"], "positions_angstrom": [[0.317701, 0.167078, -0.176357], [-0.515078, -0.940128, 2.172904], [-0.938776, 0.839768, 2.751841], [-0.837926, 1.151796, 4.076010], [-1.227835, 2.429355, 4.506437], [-1.787958, 3.307510, 3.621629], [-1.912578, 2.989360, 2.252038], [-2.520433, 3.866614, 1.330634], [-2.585741, 3.546585, 0.005248], [-1.976342, 2.372551, -0.472204], [-1.364521, 1.494149, 0.379910], [-1.404548, 1.744197, 1.774406], [-0.468167, 0.428041, 4.784878], [-1.103749, 2.696232, 5.546453], [-2.136083, 4.273240, 3.959983], [-2.942038, 4.791207, 1.696435], [-3.080931, 4.197560, -0.698619], [-2.016970, 2.188031, -1.540935], [-2.422138, -4.073807, -1.736076], [-1.274268, -4.292583, -0.896928], [-1.414527, -5.318679, 0.105211], [-0.622703, -3.077125, -0.468237], [0.620473, -2.774038, -1.280058], [1.293812, -3.807630, -1.923564], [2.476293, -3.573576, -2.599864], [3.016225, -2.300242, -2.622605], [2.336636, -1.251708, -2.020521], [1.139430, -1.481423, -1.351508], [-2.789066, -5.029514, -2.103650], [-2.131772, -3.459399, -2.586975], [-3.237514, -3.561467, -1.205046], [-1.749480, -6.238585, -0.373849], [-2.130754, -5.054131, 0.894474], [-0.447063, -5.498668, 0.573105], [-0.308441, -3.176688, 0.577509], [-1.314326, -2.215904, -0.520952], [0.867533, -4.796893, -1.891201], [2.978809, -4.383497, -3.107627], [3.956267, -2.107968, -3.118087], [2.770376, -0.262451, -2.086182], [-1.687225, 1.448348, -4.238529], [-0.608709, 0.105515, -2.759383], [0.610704, 1.894942, -2.560331], [0.035290, 3.015753, -3.350937], [0.619945, 4.274448, -3.281511], [0.127899, 5.315201, -4.043708], [-0.967711, 5.109766, -4.864568], [-1.571922, 3.867148, -4.913339], [-1.070999, 2.805830, -4.166522], [-2.759870, 1.486901, -4.049232], [-1.546470, 1.013054, -5.227704], [1.625387, 1.670726, -2.891582], [0.667259, 2.173362, -1.497311], [1.468467, 4.422946, -2.632201], [0.600583, 6.284880, -3.997571], [-1.351504, 5.920777, -5.466704], [-2.434370, 3.710468, -5.544074], [2.649984, 1.311961, -0.450337], [2.888876, 1.279333, 1.190792], [3.435840, 2.776832, 1.150917], [1.333719, 1.875190, 1.295544], [2.267938, -0.266586, 1.142162], [2.936997, 1.200359, 2.782507], [4.347660, 0.667512, 0.999466]], "forces_ev_per_a": [[-3.2212, -1.1388, -1.8575], [-0.0001, 0.3854, -0.4594], [-0.0638, 0.1357, 0.3159], [0.0941, -0.4094, -0.3289], [-0.2022, 0.2799, -0.0878], [0.0711, -0.0002, 0.2364], [0.1208, -0.5738, 0.0005], [-0.0701, 0.1237, -0.2751], [-0.1915, 0.1245, 0.2755], [-0.0567, -0.2305, -0.0536], [1.3200, -0.0678, 0.2818], [-0.3566, 0.4788, 0.1158], [0.0728, -0.0714, 0.0455], [-0.0408, 0.0032, 0.0242], [-0.0219, 0.0874, 0.0341], [-0.0214, 0.1181, 0.0305], [-0.0603, 0.1627, -0.0478], [0.1036, 0.1691, 0.0587], [0.0490, -0.0038, 0.2319], [0.2442, -0.1335, -0.1298], [-0.1407, 0.1800, -0.0047], [0.0513, -0.0573, -0.1920], [0.1648, 0.0945, -0.0268], [-0.2429, 0.0904, 0.0181], [0.1709, 0.0529, -0.0173], [-0.0040, 0.1159, -0.2569], [0.1585, -0.2588, -0.2288], [0.7292, 0.7295, 0.9408], [-0.0775, -0.0211, -0.1029], [-0.0211, 0.0293, -0.1476], [-0.1655, 0.0231, 0.0035], [0.0086, -0.0703, 0.0750], [-0.1197, -0.0429, 0.1319], [0.0080, -0.0843, 0.0118], [-0.1369, 0.0104, -0.0489], [0.0940, -0.1526, 0.1357], [-0.0812, -0.1515, -0.0067], [0.0740, -0.1040, 0.0256], [0.0941, -0.0231, -0.0933], [-0.0137, 0.0277, 0.1933], [-0.4765, 0.0103, 0.8700], [0.4867, 0.4041, -0.5701], [0.7164, -0.4232, 0.2772], [-0.4917, 0.0509, -0.3016], [0.0634, -0.0530, 0.0218], [0.1123, 0.0436, 0.0636], [-0.1352, 0.0217, -0.0891], [-0.0043, -0.0237, -0.0777], [0.2565, 0.1592, 0.2398], [-0.0250, -0.0840, 0.0865], [0.1816, -0.4559, 0.1528], [-0.0488, -0.1600, 0.1017], [0.0070, -0.1262, -0.1580], [0.1349, 0.0648, 0.1005], [0.0206, 0.0716, 0.0170], [-0.0566, 0.0353, -0.0127], [-0.1020, -0.0059, -0.0894], [0.2208, 0.1321, 0.0324], [-0.0922, 0.1144, 0.1330], [0.0348, -0.2017, 0.0381], [0.6774, -0.2336, 0.1633], [0.1968, 0.6310, 0.3385], [0.2138, 0.0122, -0.2196], [-0.2102, 0.1893, 0.0614]]}